The following is a DFT calculation (ωB97M-V/def2-TZVPD) of a molecular structure, C11H17AsN3OSTl.

```
35
Properties=species:S:1:pos:R:3:mulliken_charge:R:1
Tl -0.18 0.35 0.42 0.6197
O -0.10 2.79 -0.51 -0.6404
N 0.61 3.08 -1.53 0.5478
C 0.09 3.95 -2.45 -0.1904
C 0.80 4.31 -3.55 -0.5909
C 2.09 3.78 -3.77 -0.1684
C 2.61 2.91 -2.86 -0.5938
C 1.89 2.52 -1.69 0.4322
S 2.53 1.49 -0.56 -0.2770
H -0.90 4.29 -2.19 0.4428
H 0.35 5.00 -4.25 0.4025
H 2.65 4.06 -4.65 0.4131
H 3.59 2.47 -2.98 0.3963
C -2.73 -4.10 -1.58 -1.0835
As -1.58 -2.73 -0.79 0.2317
C 0.11 -3.26 -1.63 -0.9934
C -1.28 -3.57 0.95 -1.0005
H -2.28 -5.09 -1.46 0.3278
H -2.87 -3.89 -2.63 0.3592
H -3.70 -4.08 -1.09 0.3588
H 0.30 -4.32 -1.48 0.3254
H 0.94 -2.70 -1.19 0.3018
H 0.08 -3.05 -2.69 0.3422
H -0.93 -4.59 0.83 0.3266
H -2.21 -3.57 1.52 0.3426
H -0.53 -3.01 1.52 0.2997
N -0.98 0.46 3.99 0.0185
C -0.52 0.58 5.25 -0.1385
C 0.79 0.98 5.15 -0.6580
C 1.03 1.07 3.78 -0.2784
N -0.04 0.75 3.08 -0.2795
H -1.91 0.20 3.71 0.1670
H -1.15 0.39 6.10 0.4329
H 1.48 1.18 5.96 0.3594
H 1.94 1.36 3.27 0.4449
```

Computed properties:
Total charge: +1
Spin multiplicity: 2
⟨S²⟩: 0.8114
Lowest unoccupied orbital energy (spin up / spin down) in eV: -3.2 / -5.9
Orbital gap (spin up / spin down) in Ha: 0.288 / 0.189